Record 1
DFT (the ωB97M-V functional and the def2-TZVPD basis) results for a molecular structure, BaH14O7.

Last column: natural (NBO) charge in e.
Positions of all 22 atoms, in Å:
Ba: 0.238 -0.002 0.158  1.90
O: 1.636 2.368 -0.410  -1.01
H: 2.600 2.458 -0.324  0.51
H: 1.270 3.254 -0.242  0.52
O: 0.415 -0.441 -2.669  -0.99
H: 1.302 -0.571 -3.041  0.50
H: -0.069 -1.261 -2.865  0.50
O: -1.031 -2.298 -0.730  -1.01
H: -0.772 -3.233 -0.665  0.52
H: -1.994 -2.315 -0.866  0.51
O: -1.081 -0.913 2.347  -1.02
H: -0.896 -1.673 2.926  0.52
H: -1.893 -0.529 2.715  0.51
O: 2.622 -1.467 -0.141  -1.00
H: 2.753 -1.422 0.818  0.48
H: 3.434 -1.845 -0.516  0.53
O: -2.117 0.880 -0.756  -1.01
H: -2.358 1.028 -1.688  0.52
H: -2.574 1.582 -0.265  0.51
O: -0.568 2.168 1.683  -0.98
H: 0.291 2.053 2.119  0.48
H: -1.209 2.180 2.414  0.51

charge: +2
relative energy (zero: lowest compared OMol25 entry of this formula, charge and spin): 46.1 kJ/mol
HOMO: -0.6906 Eh
orbital gap: 12.1 eV

---

Record 2
DFT (the ωB97M-V functional and the def2-TZVPD basis) results for a molecular structure, BeFH12O6.

Last column: natural (NBO) charge in e.
Positions of all 20 atoms, in Å:
Be: -19.246 4.234 -14.416  1.71
F: -18.262 4.150 -15.603  -0.87
O: -20.242 5.590 -14.529  -0.99
H: -21.051 5.556 -13.999  0.52
H: -19.920 6.447 -14.300  0.53
O: -17.668 2.657 -18.246  -0.95
H: -17.983 3.263 -17.595  0.46
H: -16.859 3.083 -18.606  0.48
O: -20.059 2.815 -14.174  -1.03
H: -20.088 2.108 -14.857  0.56
H: -20.015 2.243 -13.395  0.54
O: -18.274 4.419 -13.077  -1.03
H: -17.315 4.575 -13.175  0.56
H: -18.390 4.289 -12.139  0.53
O: -16.016 4.936 -16.444  -0.96
H: -16.981 4.870 -16.247  0.47
H: -15.996 5.551 -17.170  0.47
O: -16.773 1.943 -15.104  -0.97
H: -17.048 2.781 -15.424  0.48
H: -16.921 1.273 -15.794  0.49

charge: +1
relative energy (zero: lowest compared OMol25 entry of this formula, charge and spin): 42.7 kJ/mol
HOMO: -0.5038 Eh
orbital gap: 9.3 eV

---

Record 3
DFT (the ωB97M-V functional and the def2-TZVPD basis) results for a molecular structure, BeFH12O6.

Last column: natural (NBO) charge in e.
Positions of all 20 atoms, in Å:
Be: 0.261 0.885 -0.383  1.71
F: -0.693 -0.280 -0.254  -0.86
O: -0.492 2.264 -1.164  -1.02
H: -1.405 2.039 -1.401  0.54
H: -0.052 2.784 -1.855  0.53
O: 1.850 -1.018 0.992  -1.00
H: 2.792 -1.343 0.885  0.50
H: 1.292 -1.797 0.979  0.51
O: 1.658 0.683 -1.283  -1.01
H: 2.077 -0.154 -1.385  0.54
H: 1.992 1.196 -2.024  0.53
O: -2.114 -0.850 1.823  -0.96
H: -2.856 -0.316 1.553  0.46
H: -1.543 -0.814 1.015  0.48
O: 0.585 1.468 1.141  -1.03
H: 0.943 0.764 1.732  0.56
H: -0.290 1.728 1.563  0.54
O: -1.120 -2.726 -0.731  -0.97
H: -0.844 -1.790 -0.691  0.47
H: -2.046 -2.721 -0.515  0.47

charge: +1
relative energy (zero: lowest compared OMol25 entry of this formula, charge and spin): 0.1 kJ/mol
HOMO: -0.4989 Eh
orbital gap: 9.4 eV

---

Record 4
DFT (the ωB97M-V functional and the def2-TZVPD basis) results for a molecular structure, BeFH2O.

Last column: natural (NBO) charge in e.
Positions of all 5 atoms, in Å:
H: 0.720 -0.510 0.185  0.54
O: -0.247 -0.584 0.184  -1.04
H: -0.622 -1.355 -0.250  0.51
F: 0.803 1.235 0.000  -0.93
Be: -0.654 1.213 -0.119  0.92

HOMO (alpha / beta): -0.2503 / -0.4573 Eh
orbital gap (alpha / beta): 7.2 / 12.2 eV
2S+1: 2

---

Number 1: E -15242.787 eV, strongest force on any atom 1.03 eV/Å. Number 2: E -15596.589 eV, strongest force on any atom 2.39 eV/Å. Number 3: E -15597.031 eV, strongest force on any atom 2.32 eV/Å. Number 4: E -5198.905 eV, strongest force on any atom 2.48 eV/Å.